ORCA calculation (ωB97M-V with the def2-TZVPD basis set) on a molecular structure, C12H27Cl2O2P2W.

```
46
Properties=species:S:1:pos:R:3:mulliken_charge:R:1
C -4.25 1.65 -1.15 -1.193
C -3.09 0.80 -0.70 0.840
H -4.09 2.27 -2.04 0.348
H -4.60 2.30 -0.32 0.373
H -5.09 0.95 -1.32 0.362
O -1.99 0.66 -1.30 -0.610
Cl -3.40 0.06 0.76 -0.090
W 1.33 -1.43 0.09 0.703
P -0.36 -2.47 -1.41 0.759
C 0.10 -2.55 -3.18 -1.282
C -0.42 -4.26 -0.99 -1.291
H -2.77 -2.40 -0.87 0.394
H -2.42 -3.25 -2.41 0.574
H -2.37 -1.47 -2.35 0.366
C -2.17 -2.38 -1.78 -1.317
H -1.00 -4.37 -0.06 0.448
H -0.93 -4.77 -1.82 0.412
H -0.57 -3.28 -3.67 0.464
H 1.15 -2.84 -3.34 0.459
H 0.58 -4.70 -0.84 0.452
H -0.07 -1.55 -3.61 0.453
C 2.41 -0.97 -1.53 0.501
O 2.59 -0.36 -2.52 -0.109
Cl 1.46 -2.86 1.79 -0.078
C -0.17 0.54 3.45 -1.413
C -0.03 1.34 2.16 -0.479
P 0.99 0.67 0.86 0.805
C 1.01 2.06 -0.32 -0.169
C 1.30 3.47 0.20 -1.293
C 2.78 0.61 1.39 -0.796
C 3.17 1.75 2.35 -1.309
H -0.91 -0.25 3.32 0.363
H -0.53 1.20 4.25 0.409
H 0.77 0.10 3.78 0.330
H -1.02 1.48 1.69 0.281
H 0.40 2.33 2.36 0.486
H 1.72 1.80 -1.11 0.346
H 0.00 2.01 -0.75 0.276
H 2.35 3.63 0.45 0.291
H 1.08 4.17 -0.62 0.417
H 0.69 3.79 1.05 0.382
H 3.03 -0.38 1.82 0.563
H 3.40 0.75 0.49 0.548
H 2.45 1.93 3.15 0.339
H 4.14 1.51 2.82 0.416
H 3.33 2.70 1.82 0.269
```

Properties
**Highest occupied orbital energy (alpha / beta)**: -19.45 / -19.45 eV
**HOMO-LUMO gap (alpha / beta)**: 0.1958 / 0.1908 hartree
**DFT total energy**: -2292.91630 Eh
**Charge**: +3
**<S²>**: 2.02
**E_LUMO (alpha / beta)**: -14.1199 / -14.2544 eV
**Multiplicity**: 3


ORCA calculation (ωB97M-V with the def2-TZVPD basis set) on a molecular structure, C12H27ClCrNO2P2.

```
46
Properties=species:S:1:pos:R:3:mulliken_charge:R:1
C -2.70 2.04 0.19 -1.053
C -1.58 1.29 0.62 0.674
N -0.52 1.16 -0.23 0.608
C -0.56 1.71 -1.48 0.495
C -1.67 2.45 -1.93 -0.762
C -2.76 2.63 -1.10 -0.491
C -1.70 0.37 1.75 -0.988
P -0.06 -0.23 2.22 1.303
Cr 1.08 0.10 0.34 -1.325
P 1.69 0.07 -1.83 1.313
C 0.66 1.49 -2.41 -1.192
O -2.80 -1.59 0.88 -0.841
O -1.67 -1.94 -1.23 -0.679
H -3.50 2.14 0.89 0.507
H -1.64 2.79 -2.98 0.421
H -3.62 3.26 -1.42 0.365
C 0.56 0.92 3.51 -1.437
C -0.44 -1.73 3.14 -1.330
H 0.28 1.21 -3.42 0.442
H 1.31 2.40 -2.45 0.417
H -2.09 -0.76 1.37 -0.194
H -2.30 0.80 2.53 0.676
C 3.39 0.51 -2.24 -1.381
C 1.15 -1.28 -2.81 -1.352
H -0.77 -1.95 -0.69 -0.295
H -1.81 -2.91 -1.37 0.358
H -2.48 -1.79 -0.36 0.505
H -3.67 -1.13 0.92 0.365
H 1.96 1.35 0.74 0.013
H 0.34 -1.55 -0.16 0.409
H -0.10 1.03 4.39 0.415
H 1.53 0.46 3.79 0.345
H 0.74 1.89 3.02 0.339
H -0.88 -1.58 4.13 0.384
H -1.09 -2.40 2.59 0.381
H 0.50 -2.26 3.31 0.420
H 1.16 -0.97 -3.85 0.482
H 1.84 -2.10 -2.68 0.354
H 0.14 -1.59 -2.53 0.303
H 3.43 0.64 -3.33 0.409
H 3.67 1.43 -1.71 0.353
H 4.02 -0.33 -1.91 0.360
Cl 3.92 -0.62 1.31 -0.271
C 2.35 -1.39 0.82 -0.437
H 2.62 -2.04 -0.03 0.423
H 2.08 -2.01 1.69 0.189
```

Properties
**Highest occupied orbital energy (alpha / beta)**: -7.28 / -7.32 eV
**HOMO-LUMO gap (alpha / beta)**: 0.2765 / 0.2791 hartree
**DFT total energy**: -2865.87464 Eh
**<S²>**: 3.80
**E_LUMO (alpha / beta)**: 0.2479 / 0.2786 eV
**Multiplicity**: 4


ORCA calculation (ωB97M-V with the def2-TZVPD basis set) on a molecular structure, C12H27CuN5O8.

```
53
Properties=species:S:1:pos:R:3:mulliken_charge:R:1
Cu -0.39 -0.62 -0.60 1.341
C -1.71 -1.14 -2.74 0.665
O -0.95 -0.05 -2.53 -0.618
O -2.34 -1.29 -3.78 -0.734
O -1.67 -1.93 -1.72 -0.546
C 1.96 2.35 2.06 -1.195
C 1.34 0.98 2.17 0.706
O 0.64 0.53 1.30 -0.295
N 1.59 0.30 3.32 -0.210
C 0.95 -0.98 3.57 -0.615
H 1.96 2.62 1.00 0.113
H 2.94 2.47 2.51 0.404
H 1.26 3.07 2.50 0.321
H 2.19 0.66 4.04 0.224
H 0.78 -1.17 4.62 0.380
H 1.57 -1.80 3.18 0.146
H 0.01 -1.05 3.02 0.094
O -1.07 1.76 -0.46 -0.502
C -1.33 2.71 -1.18 0.530
N -1.70 2.55 -2.48 -0.276
C -1.26 4.12 -0.67 -1.189
H -1.60 3.30 -3.13 0.188
H -1.73 1.59 -2.82 0.303
H -2.19 4.33 -0.12 0.285
H -1.16 4.88 -1.44 0.409
H -0.47 4.22 0.08 0.202
O 1.84 -0.41 -1.13 -0.673
C 2.27 0.42 -1.93 0.643
N 1.53 0.94 -2.91 -0.233
C 3.63 1.02 -1.68 -1.085
H 1.85 1.71 -3.48 0.168
H 0.56 0.62 -3.05 0.341
H 4.38 0.24 -1.55 0.291
H 3.51 1.53 -0.72 0.141
H 3.99 1.71 -2.43 0.372
O -2.14 -0.58 0.80 -0.442
C -3.34 -0.75 0.89 0.496
N -3.87 -2.00 1.09 -0.456
C -4.29 0.42 0.79 -0.939
H -3.13 -2.69 1.07 0.250
H -4.74 -2.26 0.67 0.237
H -5.31 0.13 0.56 0.410
H -3.92 1.08 0.01 0.105
H -4.28 0.93 1.75 0.274
O 0.31 -2.51 0.14 -0.460
C 1.19 -3.36 0.05 0.798
N 1.81 -3.59 -1.12 -0.389
C 1.52 -4.28 1.19 -1.176
H 2.61 -4.17 -1.25 0.193
H 1.58 -2.97 -1.89 0.182
H 1.93 -3.74 2.04 0.157
H 2.24 -5.04 0.87 0.394
H 0.63 -4.82 1.52 0.267
```

Properties
**Highest occupied orbital energy (alpha / beta)**: -7.55 / -7.56 eV
**HOMO-LUMO gap (alpha / beta)**: 0.2957 / 0.2845 hartree
**DFT total energy**: -2989.75620 Eh
**<S²>**: 0.75
**E_LUMO (alpha / beta)**: 0.4983 / 0.1773 eV
**Multiplicity**: 2


ORCA calculation (ωB97M-V with the def2-TZVPD basis set) on a molecular structure, C12H27HgN3O4SV.

```
49
Properties=species:S:1:pos:R:3:mulliken_charge:R:1
N 1.92 -0.56 0.48 -0.444
C 2.74 -0.75 1.37 0.899
O 3.54 -0.92 2.23 -0.418
Hg 0.93 0.68 -3.08 0.792
V 0.05 -0.07 0.22 0.445
N -0.60 -1.59 -0.74 0.898
N -0.13 1.53 -0.94 0.707
C -0.36 -3.00 -0.37 0.868
C 0.50 2.86 -0.89 0.284
C 0.81 -3.52 -1.21 -1.418
C -1.59 -3.87 -0.61 -1.651
C 0.01 -3.13 1.11 -1.565
C 0.19 3.65 -2.16 -1.243
C -0.01 3.74 0.27 -1.535
C 1.99 2.68 -0.70 -1.333
H 0.56 -3.49 -2.27 0.376
H 1.02 -4.56 -0.92 0.434
H 1.71 -2.92 -1.03 0.338
H -2.46 -3.43 -0.11 0.415
H -1.42 -4.86 -0.18 0.472
H -1.82 -4.00 -1.68 0.404
H 0.96 -2.65 1.33 0.165
H 0.11 -4.20 1.33 0.581
H -0.78 -2.71 1.74 0.392
H 0.55 3.16 -3.07 0.278
H 0.70 4.62 -2.10 0.449
H -0.89 3.81 -2.27 0.368
H -1.06 4.01 0.15 0.522
H 0.57 4.68 0.25 0.556
H 0.15 3.28 1.24 0.187
H 2.19 2.14 0.24 0.187
H 2.48 3.67 -0.68 0.500
H 2.45 2.11 -1.52 0.280
C -1.61 1.61 -0.94 -0.738
H -2.01 0.65 -0.57 0.257
H -2.01 2.42 -0.31 0.284
H -1.98 1.79 -1.97 0.458
C -1.38 -1.48 -1.96 -1.242
H -2.47 -1.57 -1.78 0.383
H -1.22 -0.50 -2.44 0.313
H -1.09 -2.25 -2.69 0.309
C 0.23 -0.03 4.16 -1.069
S -0.54 0.78 2.75 1.519
O -1.55 1.71 3.16 -0.566
O 0.60 1.34 1.95 -0.641
O -1.07 -0.38 1.89 -0.554
H -0.26 0.38 5.06 0.429
H 1.30 0.20 4.18 0.333
H 0.06 -1.11 4.09 0.335
```

Properties
**Highest occupied orbital energy (alpha / beta)**: -16.43 / -16.69 eV
**HOMO-LUMO gap (alpha / beta)**: 0.2409 / 0.2239 hartree
**DFT total energy**: -2433.60718 Eh
**Charge**: +2
**<S²>**: 0.77
**E_LUMO (alpha / beta)**: -9.8732 / -10.5967 eV
**Multiplicity**: 2


ORCA calculation (ωB97M-V with the def2-TZVPD basis set) on a molecular structure, C12H27LiN3O7.

```
50
Properties=species:S:1:pos:R:3:mulliken_charge:R:1
Li 3.91 -0.54 0.86 1.047
C 4.04 0.91 -2.13 -0.979
O 4.22 0.12 -1.00 -0.861
H 3.64 0.25 -2.91 0.243
H 3.36 1.76 -2.12 0.250
H 4.92 1.36 -2.58 0.306
C -1.52 3.46 2.17 -1.129
C -2.40 2.96 1.01 -0.614
C -1.82 1.85 0.20 -0.246
C -1.57 0.46 0.83 -0.693
N -0.97 -0.57 -0.19 1.133
C -0.77 -1.99 0.42 -1.041
C 0.23 -2.75 -0.42 -1.017
C 1.18 -1.63 -0.95 -0.398
C 0.53 -0.28 -0.54 -0.558
C -1.76 -0.72 -1.56 -1.127
C -3.23 -1.07 -1.39 -0.490
C -3.97 -1.48 -2.67 -1.969
H -0.70 4.03 1.73 0.326
H -0.98 2.70 2.74 0.267
H -1.90 4.22 2.85 0.399
H -2.63 3.74 0.29 0.235
H -3.41 2.79 1.39 0.503
H -0.92 2.22 -0.29 0.144
H -2.47 1.74 -0.67 -0.153
H -2.53 -0.01 1.04 0.337
H -1.06 0.48 1.80 0.452
H -1.75 -2.42 0.65 0.629
H -0.23 -1.83 1.35 0.526
H -0.36 -3.39 -1.09 0.298
H 0.82 -3.46 0.16 0.589
H 1.34 -1.77 -2.02 0.344
H 2.17 -1.75 -0.51 0.260
H 0.51 0.53 -1.26 0.306
H 1.02 0.12 0.35 0.181
H -1.25 -1.48 -2.14 0.287
H -1.61 0.27 -1.99 1.020
H -3.80 -0.19 -1.08 -1.008
H -3.57 -1.83 -0.68 0.138
H -4.06 -0.67 -3.40 0.344
H -5.00 -1.64 -2.35 0.963
H -3.66 -2.31 -3.30 0.727
N 4.25 -2.43 2.35 1.163
O 3.23 -2.55 1.67 -0.638
O 5.17 -1.80 1.82 -0.758
O 4.41 -2.91 3.47 -0.706
N 2.73 1.87 2.54 0.930
O 1.59 1.93 2.06 -0.623
O 3.42 0.88 2.30 -0.644
O 3.18 2.82 3.18 -0.694
```

Properties
**Highest occupied orbital energy (alpha / beta)**: 1.85 / -1.80 eV
**HOMO-LUMO gap (alpha / beta)**: 0.1082 / 0.2430 hartree
**DFT total energy**: -1171.62718 Eh
**Charge**: -2
**<S²>**: 0.75
**E_LUMO (alpha / beta)**: 4.7944 / 4.8172 eV
**Multiplicity**: 2